ORCA calculation (wB97M-V/def2-TZVPD) on a molecular structure, C19H53As2F12N5O8.

The spin multiplicity is 1. For the LUMO energy, the calculation gives -0.2008 hartree. The total energy is -198669.517 eV. The total charge is +2. Its gap between HOMO and LUMO is 0.3418 Ha.

Last column: Mulliken charge in e.
Cartesian coordinates (Å):
C 4.23497 -0.95299 -2.94496  -1.304
C 3.06031 -1.43668 -3.89400  0.136
C 2.79549 -2.99451 -3.74798  -0.601
O 1.89642 -3.50284 -4.67109  -0.386
C 1.73032 -4.89366 -4.70063  -0.794
N 1.77865 -0.65628 -3.54147  -0.003
H 1.45490 -0.92482 -2.62323  0.018
H 2.04322 0.29915 -3.73453  0.413
H 1.11594 -0.91165 -4.25960  0.422
H 4.03026 -1.28917 -1.92851  0.105
H 4.51379 0.08958 -3.09795  0.486
H 5.17794 -1.42028 -3.22877  0.482
H 3.27050 -1.07596 -4.90088  0.472
H 2.51216 -3.22661 -2.72136  0.142
H 3.73516 -3.53763 -3.84871  0.534
H 1.48871 -5.12592 -5.73783  0.273
H 0.91435 -5.18049 -4.03729  0.299
H 2.57735 -5.55147 -4.50590  0.345
C 0.83854 4.13603 2.32894  -1.676
C 0.34866 2.73823 2.11969  0.355
C -1.09133 2.60586 1.53062  0.024
O -1.85019 3.69883 2.08297  -0.421
C -2.99362 3.91744 1.40225  -0.747
N 1.31750 2.10016 1.11003  0.498
H 1.07393 1.12269 1.03704  -0.588
H 1.20301 2.44890 0.16909  0.453
H 2.28281 2.23361 1.37549  0.376
H 0.85593 4.74973 1.42829  0.359
H 1.82658 4.18508 2.78662  0.497
H 0.14569 4.68157 2.96960  0.448
H 0.43764 2.16004 3.03940  0.018
H -1.45294 1.61773 1.81513  0.035
H -1.00455 2.75908 0.45494  0.367
H -3.49257 4.76951 1.86391  0.349
H -3.72745 3.12347 1.54088  0.253
H -2.91945 4.08384 0.32758  0.270
C -1.99254 -2.55085 4.75969  -1.336
C -2.93333 -1.75559 3.78541  0.337
C -3.07283 -0.26116 4.29836  -0.925
O -1.85011 0.41431 4.26232  -0.099
C -1.57140 1.37999 5.28911  -0.928
N -2.35574 -1.89318 2.41664  0.294
H -1.52184 -1.33123 2.32217  -0.225
H -2.19867 -2.80682 2.01577  0.397
H -2.93991 -1.30278 1.84195  0.155
H -0.92276 -2.48744 4.56055  0.260
H -2.16899 -3.62273 4.66998  0.406
H -2.14905 -2.20044 5.77989  0.381
H -3.95084 -2.14563 3.81061  0.383
H -3.32642 -0.27137 5.35840  0.652
H -3.82570 0.33558 3.78341  0.287
H -2.32119 2.16226 5.17097  0.371
H -0.58361 1.79851 5.09622  0.195
H -1.65068 0.82269 6.22251  0.458
C 4.03034 -3.45927 0.40120  -0.639
C 3.63221 -3.25860 1.85833  0.583
O 4.24615 -3.68665 2.83829  -0.466
N 2.34053 -2.45718 2.03844  0.557
H 2.16634 -1.82154 1.27312  -0.336
H 1.56104 -3.09821 2.07813  0.427
C 2.27499 -1.60345 3.29257  -0.661
H 3.17416 -3.66630 -0.24082  0.174
H 4.51637 -4.42845 0.28902  0.456
H 4.74098 -2.70293 0.06796  0.091
H 2.16732 -2.30428 4.12043  0.441
H 1.34734 -1.03853 3.38444  0.038
H 3.20254 -1.03122 3.31019  0.337
C -4.01710 2.17247 -6.35376  -1.162
C -4.19961 2.04519 -4.82357  0.595
O -4.89051 1.20719 -4.23777  -0.336
N -3.36857 3.02487 -3.94442  -0.020
H -3.26506 3.89832 -4.44089  0.407
H -3.85260 3.17424 -3.07063  0.270
C -1.93822 2.42381 -3.83453  -1.030
H -4.03932 3.17261 -6.78659  0.388
H -4.77537 1.61150 -6.90004  0.351
H -3.09230 1.73369 -6.72834  0.325
H -2.08805 1.47396 -3.32127  0.409
H -1.30306 2.82440 -3.04447  0.415
H -1.46819 2.35036 -4.81523  0.360
As 5.36601 0.82989 0.76535  1.926
F 6.06352 0.32056 2.37454  -0.481
F 6.78964 1.96517 0.54300  -0.469
F 4.55714 1.42106 -0.75346  -0.470
F 3.86457 -0.17942 1.10523  -0.300
F 4.47451 2.23066 1.58600  -0.571
F 6.21242 -0.54152 0.00370  -0.461
As -4.87744 0.15612 -0.28890  2.014
F -4.39086 1.76822 -0.89409  -0.443
F -6.11602 0.07006 -1.65647  -0.511
F -5.37132 -1.43510 0.33767  -0.488
F -3.69913 0.32134 0.99969  -0.540
F -6.12791 0.93764 0.75960  -0.496
F -3.63756 -0.59057 -1.37740  -0.502
O -0.22772 -0.37085 -1.47447  -0.589
C 0.50728 -0.73587 -0.35927  0.323
O 1.65349 -1.23003 -0.49864  -0.916
O 0.14758 -0.51739 0.85073  -0.097
H -1.08338 -0.09956 -1.13411  0.125